Record 1
73
Properties=species:S:1:pos:R:3 method="wB97M-V/def2-TZVPD" orbital_gap_ev=7.41 homo_energy_ev=-14.0 charge=+2 multiplicity=1 e_tot_ha=-5929.62085 e_above_lowest_kcal_mol=9.29
Ga 0.03083 0.41207 -0.79976
C 3.36250 2.19568 2.12510
C 2.84406 2.56655 0.73759
C 3.29131 3.99976 0.40508
C 1.33328 2.47193 0.61372
C 0.49955 2.12109 1.67649
C -0.88356 2.28508 1.60141
C -1.50167 2.80823 0.47100
C -2.96672 3.13925 0.46245
C -0.69402 3.05077 -0.64769
C 0.69901 2.87641 -0.58331
H 4.45099 2.21618 2.12185
H 3.04801 1.19826 2.43967
H 3.02336 2.92436 2.86439
H 3.30055 1.88547 0.00727
H 2.79130 4.70919 1.06771
H 3.07382 4.28606 -0.62442
H 4.36509 4.09515 0.56097
H 0.93213 1.81059 2.61630
H -1.48063 2.06598 2.47957
H -3.52941 2.43334 -0.14850
H -3.12872 4.13338 0.04434
H -3.37396 3.11976 1.47174
H -1.12956 3.46239 -1.55187
H 1.29686 3.20733 -1.42180
S -2.11686 0.19274 -1.40239
C -2.27182 -1.57211 -1.29143
C -3.21267 -2.17061 -2.12254
C -3.43909 -3.53671 -2.05374
C -2.69544 -4.32385 -1.18383
C -1.75137 -3.73327 -0.36212
C -1.55702 -2.35073 -0.38141
As -0.23367 -1.59168 0.78123
C -1.08941 -0.89274 2.34020
C -0.29480 -0.46610 3.40296
C -0.89796 0.06175 4.53382
C -2.28464 0.16117 4.59610
C -3.06906 -0.25519 3.52794
C -2.47245 -0.77341 2.38599
C 0.90656 -3.05549 1.23813
C 1.62646 -3.65457 0.20540
C 2.40525 -4.76624 0.47614
C 2.46942 -5.26304 1.77395
C 1.74804 -4.66182 2.79535
C 0.96596 -3.54388 2.53643
H -3.78038 -1.55317 -2.80763
H -4.19210 -3.98860 -2.68604
H -2.85567 -5.39254 -1.13426
H -1.17628 -4.34329 0.32265
H 0.78391 -0.56223 3.35017
H -0.29141 0.38223 5.37108
H -2.75306 0.56072 5.48647
H -4.14729 -0.18459 3.58793
H -3.08040 -1.09230 1.54812
H 1.55941 -3.26270 -0.80296
H 2.95862 -5.24794 -0.31895
H 3.09237 -6.12081 1.99118
H 1.78809 -5.06455 3.79843
H 0.39866 -3.08025 3.33229
N 1.55971 0.41457 -2.28052
C 0.97660 0.85918 -3.54738
C 0.17416 -0.01670 -4.25986
C -0.39366 0.40068 -5.45244
C -0.16928 1.68844 -5.92081
C 0.62818 2.56100 -5.19439
C 1.21408 2.14368 -4.00657
H 1.95756 -0.51595 -2.38966
H 2.31685 1.03835 -2.01299
H -0.00030 -1.02137 -3.88796
H -1.00378 -0.28619 -6.02357
H -0.62697 2.02039 -6.84292
H 0.81222 3.56648 -5.54899
H 1.86033 2.81900 -3.45590

Record 2
92
Properties=species:S:1:pos:R:3 method="wB97M-V/def2-TZVPD" orbital_gap_ev="6.83 / 6.36" homo_energy_ev="-3.5 / -3.5" charge=-2 multiplicity=2 e_tot_ha=-2978.10303 e_above_lowest_kcal_mol=0.78
Cs 1.18184 -0.45838 -0.48893
C -3.45959 -2.12878 -1.79578
C -2.12530 -1.68503 -1.84396
N -1.95930 -0.58349 -1.13092
N -3.16911 -0.29689 -0.60757
C -4.08661 -1.20617 -0.99054
B -3.37624 0.89887 0.32586
N -2.25616 1.93109 0.14116
C -2.19841 2.90427 -0.79320
C -0.93800 3.45544 -0.75475
C -0.27739 2.73396 0.25596
N -1.07026 1.81439 0.78561
N -3.41583 0.47954 1.81777
C -3.15286 1.25706 2.88902
C -3.61343 0.60238 4.01137
C -4.14745 -0.59833 3.50510
N -4.03367 -0.65913 2.18705
N -4.76916 1.51978 0.01621
C -5.78515 1.73769 0.87779
C -6.83487 2.28082 0.17111
C -6.35069 2.35436 -1.14645
N -5.11331 1.89305 -1.23384
H -3.89459 -2.98905 -2.27571
H -1.28482 -2.12248 -2.36317
H -5.10846 -1.12875 -0.65879
H -3.05303 3.10927 -1.41582
H -0.54592 4.25696 -1.35783
H 0.73919 2.82714 0.60106
H -2.65252 2.20320 2.77195
H -3.54932 0.92524 5.03694
H -4.60513 -1.41524 4.04264
H -5.69829 1.48312 1.92119
H -7.80024 2.57082 0.54982
H -6.84798 2.71935 -2.03252
N 0.10762 -3.33600 1.12792
C 1.33236 -2.93020 1.81062
C 1.69831 -3.70708 3.07394
C 2.91689 -3.10584 3.78238
C 2.79795 -1.60450 4.06688
N 1.55056 -1.28463 4.75398
C 0.54338 -0.55868 4.16560
N 0.79006 0.41063 3.36619
N -0.72499 -0.95141 4.57704
C 2.48724 -3.08245 0.78088
O 2.60792 -4.22661 0.28797
O 3.14771 -2.05174 0.52403
H -0.68831 -3.37399 1.75448
H 0.25753 -4.25038 0.71416
H 1.22879 -1.87650 2.07517
H 1.90564 -4.74308 2.79450
H 0.83294 -3.72392 3.75151
H 3.80334 -3.25509 3.16071
H 3.09728 -3.63897 4.72381
H 2.83169 -1.03611 3.13905
H 3.64846 -1.27490 4.66833
H 1.22464 -1.98276 5.40208
H 2.12567 1.19220 2.46827
H -0.05085 0.75814 2.90683
H -0.87726 -1.94904 4.57175
H -1.48942 -0.44741 4.14597
S 1.75501 -3.33847 -5.39093
C 2.49704 -4.27681 -4.14934
C 2.37002 -3.72210 -2.90985
C 1.65083 -2.52036 -3.03812
C 1.23241 -2.12923 -4.25709
C 0.45315 -0.92519 -4.56792
C -0.11844 -0.67263 -5.81032
C -0.88148 0.47384 -5.96236
C -1.05915 1.32106 -4.88131
C -0.44737 0.98784 -3.67953
N 0.29845 -0.09836 -3.53029
H 2.99756 -5.19526 -4.41412
H 2.74210 -4.11786 -1.96983
H 0.02234 -1.36588 -6.62987
H -1.34330 0.69621 -6.91654
H -1.66330 2.21464 -4.95468
H -0.57030 1.60914 -2.79837
O 6.59252 4.76993 -3.13907
C 6.51868 4.47215 -1.92935
O 7.19434 4.87357 -0.96379
C 5.28122 3.61623 -1.55017
C 4.39410 3.17648 -2.52173
C 3.28469 2.43396 -2.14298
N 3.00888 2.10351 -0.88537
C 3.87420 2.51840 0.04807
C 5.00741 3.26666 -0.23215
C 3.55644 2.14832 1.47342
O 4.24484 2.45043 2.42021
O 2.41734 1.47436 1.55837
H 4.58755 3.43269 -3.55472
H 2.57436 2.08384 -2.88881
H 5.67471 3.58313 0.55665

Record 3
86
Properties=species:S:1:pos:R:3 method="wB97M-V/def2-TZVPD" orbital_gap_ev=7.34 homo_energy_ev=-7.7 multiplicity=1 e_tot_ha=-3382.75239 e_above_lowest_kcal_mol=11.62
Bi 1.13432 0.37248 -0.71623
C -0.37990 -1.30479 3.33277
C 0.50473 -0.11560 3.06264
N 1.75754 -0.18489 2.80783
N 2.38174 -1.35662 2.77791
C 3.75049 -1.49589 2.60429
N 4.10544 -2.74578 2.27334
S 4.82085 -0.29046 2.95472
C -0.05671 1.25132 3.09821
C -1.12062 1.59097 3.93332
C -1.55859 2.90092 3.96625
C -0.96166 3.84612 3.14625
C 0.07887 3.42762 2.34078
N 0.52427 2.17628 2.31916
H -0.21443 -2.08500 2.58589
H -0.16291 -1.74876 4.30803
H -1.42919 -1.02261 3.29853
H 1.84793 -2.21885 2.73305
H 3.44142 -3.30153 1.72474
H 5.07915 -2.87880 2.06349
H -1.56820 0.85300 4.58378
H -2.35721 3.19194 4.63468
H -1.28937 4.87558 3.14548
H 0.59507 4.11812 1.68035
N 4.20568 0.74374 -4.04977
C 3.22484 0.80116 -3.13271
O 2.97314 -0.15603 -2.40565
C 2.47712 2.11457 -3.02872
C 1.09214 1.90059 -2.44498
H 4.74850 -0.10028 -4.13258
H 4.43564 1.52815 -4.63157
H 2.45132 2.59482 -4.01021
H 3.06217 2.74903 -2.35907
H 0.39730 1.56447 -3.21426
H 0.70629 2.82027 -2.00261
O -0.64168 -5.72321 -4.77892
C -1.00202 -4.97579 -3.88526
O -1.99930 -4.93298 -3.12495
C -0.20227 -3.72543 -3.42146
C -0.60428 -2.45020 -3.84991
C -0.23835 -1.33790 -3.13814
N 0.52118 -1.40377 -2.03501
C 0.96045 -2.60796 -1.63263
C 0.62514 -3.76690 -2.29028
C 1.86756 -2.62496 -0.42425
O 2.01304 -3.67771 0.20955
O 2.41116 -1.51147 -0.11884
H -1.21702 -2.35195 -4.73622
H -0.53464 -0.34421 -3.45167
H 1.00596 -4.70690 -1.91610
I 7.09559 3.29449 0.79548
C 5.14361 2.59331 0.77491
C 4.18751 2.75522 1.75659
N 3.07186 2.17890 1.30172
N 3.24527 1.65256 0.08861
C 4.50928 1.88549 -0.24752
H 4.24457 3.22761 2.72080
H 2.15568 2.03663 1.78078
H 4.92016 1.53539 -1.17884
C -2.70961 1.39623 -2.30220
P -1.91738 0.63089 -0.81889
C -2.55943 -1.07315 -0.81927
C -1.82678 -2.03858 -0.13085
C -2.23631 -3.36019 -0.12162
C -3.38864 -3.72774 -0.79818
C -4.13734 -2.76882 -1.46277
C -3.72793 -1.44529 -1.47788
C -2.97520 1.38443 0.48167
C -3.17351 2.76455 0.49483
C -4.03553 3.33898 1.41500
C -4.68484 2.54772 2.35078
C -4.45421 1.18090 2.37511
C -3.60127 0.60037 1.44802
H -3.75905 1.60855 -2.10747
H -2.61594 0.70880 -3.14187
H -2.19020 2.32194 -2.54947
H -0.91730 -1.74400 0.38156
H -1.63530 -4.10792 0.37984
H -3.68540 -4.76499 -0.83283
H -5.03405 -3.05922 -1.99354
H -4.32094 -0.70932 -2.00593
H -2.68002 3.38906 -0.24128
H -4.20710 4.40793 1.40145
H -5.37040 2.99505 3.05902
H -4.94210 0.56204 3.11766
H -3.44988 -0.47167 1.45357

Record 4
88
Properties=species:S:1:pos:R:3 method="wB97M-V/def2-TZVPD" orbital_gap_ev=6.71 homo_energy_ev=-3.2 charge=-2 multiplicity=1 e_tot_ha=-5132.86088 e_above_lowest_kcal_mol=42.28
Cd 0.55314 0.18791 0.65707
O -0.97117 3.05384 3.44092
C -0.30975 2.32612 2.67340
N -0.71606 1.25158 2.02503
C -2.07939 0.83738 2.23969
C -2.17118 -0.64674 2.49501
C -3.17510 -1.18404 3.30024
C -3.20284 -2.54986 3.52139
C -2.22830 -3.34492 2.93244
C -1.28823 -2.72735 2.12247
N -1.26567 -1.41919 1.91180
C 1.15470 2.67647 2.45697
C 1.64176 3.87365 2.97469
C 2.98982 4.15926 2.85286
C 3.81461 3.24344 2.21344
C 3.24179 2.08678 1.70967
N 1.95025 1.81079 1.83068
H -2.51857 1.38890 3.07538
H -2.66682 1.06202 1.33617
H -3.91137 -0.53282 3.75515
H -3.97057 -2.99174 4.14589
H -2.20022 -4.41327 3.09956
H -0.52150 -3.30553 1.61589
H 0.94678 4.53644 3.46992
H 3.39934 5.07739 3.25649
H 4.87629 3.42097 2.11090
H 3.84066 1.34553 1.19169
O 4.93596 -4.65587 3.72145
C 4.17657 -3.93974 4.39873
O 4.01587 -3.88249 5.63550
C 3.28473 -2.95691 3.58013
C 2.59335 -1.92998 4.21607
C 1.82568 -1.06196 3.46262
N 1.68977 -1.17722 2.14412
C 2.31520 -2.18267 1.52267
C 3.13264 -3.07579 2.20402
C 2.02930 -2.34895 0.02218
O 2.61045 -3.24931 -0.58222
O 1.15262 -1.56602 -0.48607
H 2.67049 -1.82871 5.29025
H 1.28363 -0.23995 3.92280
H 3.64196 -3.86338 1.66811
C -3.14234 1.29669 -1.71070
C -2.17648 2.41531 -1.56423
N -1.21777 2.52396 -0.67945
C -0.61206 3.73093 -0.92080
C -1.20623 4.36088 -1.96821
N -2.22136 3.52126 -2.36444
H -2.76021 0.42841 -1.18276
H -3.26842 1.03463 -2.76395
H -4.12035 1.56815 -1.30104
H 0.22896 4.05762 -0.33128
H -1.02237 5.30696 -2.44657
H -2.80714 3.64423 -3.16778
C -4.20006 -2.81274 -0.60097
N -3.53473 -2.99894 -1.87901
C -4.38710 -2.62923 -2.99493
C -2.21582 -2.47066 -1.92648
N -1.81737 -1.71903 -0.98792
N -1.50681 -2.83292 -3.06344
C -0.18035 -2.25418 -3.23087
C -1.61530 -4.18794 -3.57447
H -5.11113 -3.41699 -0.59742
H -4.46090 -1.76395 -0.41000
H -3.53772 -3.14572 0.19324
H -4.75477 -1.59550 -2.90473
H -5.25421 -3.29485 -3.02488
H -3.84281 -2.72125 -3.93184
H -0.82582 -1.49359 -1.00957
H 0.56178 -2.68042 -2.54829
H -0.20751 -1.17611 -3.06925
H 0.13708 -2.44139 -4.25875
H -2.55568 -4.62820 -3.25799
H -0.79343 -4.81180 -3.20118
H -1.57004 -4.17720 -4.66767
Br 4.65850 4.26295 -5.86511
C 3.92742 4.01678 -4.11360
C 4.36131 4.85113 -3.09965
N 3.89015 4.74756 -1.86112
C 2.99589 3.79309 -1.61172
C 2.50480 2.91386 -2.57336
C 2.97884 3.04228 -3.86918
C 1.47879 1.82260 -2.19205
O 0.67313 1.49518 -3.06849
O 1.61611 1.41456 -1.01220
H 5.09626 5.62717 -3.28165
H 2.64484 3.71736 -0.58961
H 2.60179 2.39503 -4.64985

Record 5
85
Properties=species:S:1:pos:R:3 method="wB97M-V/def2-TZVPD" orbital_gap_ev=5.91 homo_energy_ev=-11.6 charge=+2 multiplicity=1 e_tot_ha=-4135.03585 e_above_lowest_kcal_mol=23.73
Sn 0.56862 -1.29952 0.79448
C -4.17749 -3.42179 -1.38912
N -2.74645 -3.22038 -1.15856
C -1.85475 -4.32085 -1.52962
C -2.27778 -2.11475 -0.61669
O -1.04516 -1.95970 -0.42993
C -3.27193 -1.02186 -0.26709
O -2.62520 0.11882 0.23059
C -3.05318 0.54586 1.50332
C -2.21284 -0.10636 2.59603
O -1.38019 -0.97228 2.27936
N -2.42108 0.28466 3.84607
C -1.62501 -0.26067 4.94077
C -3.34937 1.36569 4.16918
H -4.30819 -4.39196 -1.85884
H -4.73448 -3.41868 -0.45296
H -4.58288 -2.66156 -2.05496
H -2.03043 -4.58156 -2.57165
H -0.82055 -4.01817 -1.40343
H -2.06655 -5.18674 -0.90342
H -3.82467 -0.75816 -1.17643
H -3.99405 -1.43076 0.44715
H -2.93737 1.62941 1.54130
H -4.11081 0.31501 1.66978
H -1.04791 -1.10606 4.58037
H -0.95045 0.50316 5.32842
H -2.28824 -0.58963 5.73900
H -3.00959 2.31758 3.76014
H -4.35264 1.15372 3.80251
H -3.39923 1.45637 5.25041
O 1.68875 1.78697 1.41434
S 0.66311 2.36621 0.60959
O -0.68121 2.35519 1.07075
O 0.71994 1.54591 -0.80185
C 1.10929 3.92635 -0.05636
C 1.04087 5.10366 0.66561
C 1.40170 6.27577 0.01427
C 1.81775 6.25814 -1.31393
C 1.87536 5.06787 -2.02686
C 1.50201 3.89321 -1.38778
P 1.53902 2.23388 -2.04803
C 0.59090 1.97040 -3.49289
C -0.31960 2.93546 -3.93280
C -1.13764 2.64313 -5.00951
C -1.05872 1.39714 -5.62031
C -0.15825 0.43684 -5.17371
C 0.67926 0.71595 -4.10892
C 3.18386 1.64868 -2.16933
C 3.91702 1.31225 -1.02782
C 5.26155 1.01997 -1.15916
C 5.86611 1.05563 -2.41022
C 5.13604 1.39213 -3.54277
C 3.78984 1.69403 -3.43127
H 0.71819 5.11151 1.69736
H 1.35691 7.21456 0.54820
H 2.09704 7.18298 -1.79843
H 2.20251 5.05834 -3.05822
H -0.38248 3.90099 -3.44858
H -1.83478 3.38451 -5.37365
H -1.70455 1.17427 -6.45850
H -0.10474 -0.52733 -5.65838
H 1.38694 -0.02743 -3.75572
H 3.45257 1.29024 -0.04943
H 5.84428 0.75053 -0.28871
H 6.91599 0.80898 -2.49984
H 5.61702 1.41586 -4.51059
H 3.21821 1.95931 -4.31104
S 7.13408 -2.42036 -0.29709
C 5.64569 -2.42891 -0.98489
S 4.18423 -2.46438 -0.02090
C 3.23339 -2.21852 -1.44748
N 3.91137 -2.18031 -2.53492
N 5.25375 -2.34184 -2.28795
C 6.09925 -2.36124 -3.44645
C 7.33382 -2.99067 -3.41953
C 8.12297 -2.98148 -4.56146
C 7.68751 -2.36329 -5.72156
C 6.43703 -1.75957 -5.74399
C 5.63971 -1.75651 -4.61292
S 1.49631 -2.06645 -1.45407
H 7.68009 -3.49417 -2.53105
H 9.08600 -3.47202 -4.53556
H 8.30978 -2.36278 -6.60518
H 6.07601 -1.29317 -6.65062
H 4.65794 -1.30977 -4.63340

Look up the multiplicity of the fourth one. 1